Record 1
Entry from OMol25: a structure of composition C33H14BF21GeN7O3RhS2Sb in a non-equilibrium geometry (ωB97M-V with the def2-TZVPD basis set).

XYZ file:
```
84
Properties=species:S:1:pos:R:3:forces:R:3
Rh -0.1911 -0.1268 -0.5950 2.294 -3.439 2.424
B 0.7107 -2.6735 -0.1935 1.050 -0.374 -1.658
N 0.0453 -2.8244 -1.5740 -0.212 -0.003 0.338
C -0.0347 -3.8019 -2.4902 -0.048 -0.045 -0.059
C -0.6966 -3.3030 -3.5973 0.049 0.039 0.025
C -0.9921 -1.9757 -3.2700 0.126 -0.189 -0.002
N -0.5336 -1.7104 -2.0508 -0.592 0.908 -0.554
N 2.0155 -1.9225 -0.3923 -0.117 -0.252 0.405
C 3.2833 -2.1313 -0.0172 0.159 0.089 0.021
C 4.0406 -1.0530 -0.4420 -0.061 -0.004 0.015
C 3.1274 -0.2041 -1.0698 0.013 0.124 -0.188
N 1.9071 -0.7399 -1.0383 -0.730 0.478 0.086
H -0.0581 -1.7774 0.3237 -1.036 1.769 0.067
H 0.7894 -3.6771 0.4526 -0.252 0.384 0.225
H 0.3814 -4.7798 -2.2990 -0.063 0.087 0.024
H -0.9331 -3.8225 -4.5124 0.027 0.047 0.111
H -1.5232 -1.2336 -3.8448 0.070 -0.052 0.056
H 3.5681 -3.0212 0.5238 -0.050 0.040 -0.083
H 5.0985 -0.8930 -0.3023 -0.117 -0.044 -0.090
H 3.3076 0.7442 -1.5574 -0.060 -0.063 0.111
F -3.4224 -1.9293 -1.8101 0.133 -0.039 0.131
C -4.7191 -1.5739 -1.8197 -0.163 0.179 -0.024
C -5.0494 -0.2295 -1.8165 0.280 -0.024 0.215
C -6.4015 0.0766 -1.8859 0.136 0.188 -0.052
F -6.8159 1.3421 -1.9599 0.045 -0.042 0.073
C -7.3697 -0.9064 -1.9194 -0.230 0.043 -0.014
F -8.6572 -0.5867 -1.9911 0.080 -0.009 0.013
C -6.9964 -2.2370 -1.8854 -0.145 -0.104 -0.005
F -7.9202 -3.1829 -1.9059 -0.019 -0.027 -0.021
C -5.6595 -2.5800 -1.8464 0.052 -0.139 0.001
F -5.2966 -3.8585 -1.8364 0.031 -0.040 -0.009
Ge -3.5872 1.0889 -1.6561 -0.850 0.431 -1.362
S -2.4307 0.1483 0.0323 0.960 -0.021 0.278
C -2.7337 1.1667 -3.4392 0.070 -0.090 0.271
C -1.3879 1.3129 -3.7153 -0.349 -0.018 -0.104
F -0.4739 1.1912 -2.7436 0.309 0.237 0.188
C -0.9029 1.5593 -4.9814 0.268 0.026 0.007
F 0.4010 1.7004 -5.1890 -0.010 -0.038 -0.003
C -1.7874 1.6473 -6.0365 0.000 0.030 -0.226
F -1.3407 1.8732 -7.2586 0.017 -0.004 -0.024
C -3.1420 1.4882 -5.8127 -0.123 0.009 -0.180
F -3.9944 1.5586 -6.8273 0.024 0.029 0.049
C -3.5911 1.2682 -4.5285 -0.077 -0.072 0.214
F -4.9147 1.1817 -4.3479 0.023 0.043 0.033
C -4.3267 2.8537 -1.3423 0.179 -0.318 0.376
C -4.0893 3.9859 -2.1006 0.005 -0.133 -0.011
F -3.2902 3.9546 -3.1674 0.054 -0.032 -0.039
C -4.6846 5.1912 -1.7844 0.037 0.191 -0.168
F -4.4597 6.2694 -2.5286 -0.013 -0.079 0.040
C -5.5231 5.2725 -0.6917 -0.079 0.204 0.051
F -6.1112 6.4200 -0.4001 0.019 0.005 0.022
C -5.7578 4.1613 0.1009 -0.151 -0.030 0.208
F -6.5581 4.2522 1.1579 0.034 -0.005 -0.046
C -5.1501 2.9782 -0.2341 0.025 -0.069 -0.126
F -5.3614 1.8948 0.5300 0.016 0.004 -0.011
O 6.0932 4.4004 3.6383 -0.920 -0.894 -0.329
S 5.9003 4.3551 5.0750 2.420 2.330 -0.401
O 5.4421 5.6366 5.5910 -1.033 -0.696 0.320
O 7.1017 3.9024 5.7543 -0.706 -1.006 0.396
C 4.5721 3.1569 5.4393 0.160 0.196 -0.194
N 4.3883 2.8367 6.7287 -0.304 -0.234 -0.382
C 3.4032 1.9819 6.9711 0.338 0.255 -0.041
C 2.6053 1.4536 5.9659 -0.423 -0.327 -0.027
C 2.8774 1.8428 4.6680 0.405 0.308 0.152
N 3.8683 2.6977 4.4027 -0.054 -0.083 0.333
C 2.1367 1.3445 3.4778 0.128 0.085 0.240
C 2.4214 1.8860 2.2290 0.028 -0.086 -0.157
C 1.7701 1.3975 1.1211 0.167 -0.037 0.238
N 0.8746 0.4017 1.2047 -1.007 1.011 -0.940
C 0.5626 -0.0976 2.4024 -0.173 -0.232 0.205
C 1.1771 0.3406 3.5531 0.014 -0.158 -0.067
H 3.2555 1.7027 8.0088 -0.069 0.005 -0.010
H 1.8005 0.7706 6.2066 0.058 0.032 0.050
H 3.1471 2.6818 2.1423 0.067 0.045 0.014
H 1.9690 1.7978 0.1423 -0.097 0.148 -0.042
H -0.1831 -0.8814 2.4305 -0.034 0.070 0.025
H 0.9147 -0.1231 4.4942 -0.030 0.026 -0.067
F -0.3994 2.3185 -0.3904 -0.021 -0.475 -0.375
Sb -0.9805 3.8139 0.7533 -0.015 0.223 0.278
F -1.6826 5.2128 1.7612 0.074 0.077 0.004
F -2.6318 2.8649 0.8701 0.025 -0.315 -0.027
F -1.5837 4.5970 -0.8437 0.050 0.013 -0.124
F -0.4509 2.8471 2.2757 -0.039 -0.174 0.024
F 0.7657 4.4554 0.5882 -0.049 0.106 -0.117
```
Forces are in eV/Å.

HOMO-LUMO gap (spin up / spin down) = 1.78 / 1.58 eV
E = -7221.0338 a.u.
multiplicity = 2
energy relative to the best compared isomer or geometry (same formula, charge and spin) = 2.632 eV
HOMO level (spin up / spin down) = -0.24688 / -0.24688 Eh

Here are the Löwdin charges for atoms 1 to 2, given in e: number 1, Rh, carries 0.945; number 2, B, carries -0.361

Record 2
Entry from OMol25: a structure of composition C33H20N6S2TeW (ωB97M-V with the def2-TZVPD basis set).

XYZ file:
```
63
Properties=species:S:1:pos:R:3:forces:R:3
W 0.5571 -0.1438 0.0963 -0.318 0.304 -0.318
C 3.8443 2.8390 0.7359 0.207 0.224 0.052
C 3.0798 1.7311 0.3760 -0.183 -0.237 -0.103
N 1.8437 1.5467 0.7958 0.047 -0.243 -0.131
C 1.3161 2.4308 1.6837 0.021 0.182 0.099
C 2.0387 3.5634 2.1282 -0.172 -0.228 -0.062
C 3.3266 3.7635 1.5976 0.016 -0.035 -0.026
C 1.4746 4.4029 3.1171 0.039 0.045 0.027
C 0.2778 4.0539 3.6740 0.044 0.075 0.028
C -0.4402 2.9246 3.2532 -0.003 -0.071 -0.037
C 0.0242 2.1134 2.2223 -0.097 0.048 0.106
N -0.5385 0.9843 1.7136 0.122 -0.094 -0.089
C -1.7505 0.4893 2.0637 -0.073 0.146 0.071
C -2.8495 1.1363 2.6320 0.060 -0.034 -0.042
C -4.0085 0.4229 2.9746 -0.027 -0.071 0.010
C -4.1207 -0.9296 2.7883 -0.082 0.051 0.035
C -3.0599 -1.6245 2.1614 0.174 0.085 -0.055
C -3.0752 -3.0086 1.8892 0.054 0.033 -0.028
C -1.9951 -3.5801 1.2743 -0.205 -0.195 0.056
C -0.9169 -2.7853 0.8847 0.282 0.127 -0.118
N -0.8973 -1.4785 1.0703 -0.080 -0.089 0.124
C -1.9151 -0.9021 1.7572 -0.175 -0.015 0.073
H 4.8451 2.9374 0.3361 -0.012 -0.007 -0.007
H 3.4759 0.9659 -0.2744 0.034 0.009 -0.009
H 3.8981 4.6307 1.9096 0.013 -0.006 -0.010
H 2.0252 5.2765 3.4466 -0.015 -0.003 0.006
H -0.1382 4.6601 4.4720 -0.004 -0.006 -0.004
H -1.3421 2.6738 3.7826 -0.016 -0.006 -0.007
H -2.8477 2.2049 2.7643 0.024 0.012 0.003
H -4.8360 0.9726 3.4107 -0.005 -0.010 -0.005
H -5.0095 -1.4713 3.0902 0.006 0.000 -0.004
H -3.9377 -3.5981 2.1793 0.003 -0.009 0.001
H -1.9608 -4.6439 1.0766 0.018 0.010 -0.005
H -0.0392 -3.2001 0.4062 -0.017 -0.032 0.004
C -2.7806 -1.5859 -2.6263 -0.019 -0.109 -0.138
C -2.1658 -2.4841 -3.4927 0.023 0.089 0.138
C -0.8339 -2.7750 -3.3062 0.019 -0.120 -0.114
C -0.1123 -2.1678 -2.2717 -0.020 0.028 -0.025
N -0.7053 -1.2516 -1.4821 0.104 -0.049 -0.191
C -2.0079 -0.9965 -1.6520 -0.052 0.158 0.167
C 1.2755 -2.4639 -1.9441 0.236 -0.031 0.095
C 2.0082 -3.4244 -2.6616 -0.092 -0.023 -0.061
C 3.3339 -3.6496 -2.3742 0.050 -0.020 0.001
C 3.9352 -2.9029 -1.3551 -0.127 0.045 -0.002
C 3.1968 -1.9898 -0.6288 0.222 -0.095 -0.007
C 1.8343 -1.7334 -0.8711 -0.272 0.329 0.120
H -3.8272 -1.3325 -2.7185 0.008 0.035 0.042
H -2.7241 -2.9513 -4.2951 0.011 -0.004 -0.011
H -0.3396 -3.4752 -3.9636 0.022 0.010 0.025
H -2.4328 -0.2735 -0.9711 -0.004 0.003 0.003
H 1.5366 -3.9955 -3.4541 0.027 0.000 -0.002
H 3.9019 -4.3866 -2.9311 -0.014 -0.001 -0.007
H 4.9852 -3.0507 -1.1232 0.003 0.000 0.002
H 3.6777 -1.4689 0.1913 -0.031 0.010 0.008
S -0.8792 1.8454 -0.9400 0.216 -0.133 0.004
C 0.1640 1.8569 -2.2926 -0.079 0.104 -0.106
S 1.4570 0.7366 -2.1055 -0.074 0.004 -0.103
C -0.0193 2.6493 -3.4282 -0.112 0.025 0.093
C 0.8785 2.6235 -4.5278 0.020 -0.071 -0.026
N 1.5849 2.6140 -5.4423 0.001 0.030 0.020
C -1.1307 3.5322 -3.5336 0.083 0.018 0.030
N -2.0162 4.2672 -3.6364 -0.012 -0.030 -0.038
Te 1.8565 -1.1239 2.3481 0.184 -0.163 0.449
```
Forces are in eV/Å.

HOMO-LUMO gap (spin up / spin down) = 4.56 / 4.56 eV
E = -2729.6955 a.u.
energy relative to the best compared isomer or geometry (same formula, charge and spin) = 0.036 eV
total charge = -2
HOMO level (spin up / spin down) = -0.00637 / -0.00635 Eh

Here are the natural (NBO) charges for atoms 1 to 2, given in e: number 1, W, carries 0.689; number 2, C, carries -0.209

What is the E in the second record? -2729.6955 a.u.

What is the energy relative to the best compared isomer or geometry (same formula, charge and spin) in the first record? 2.632 eV